Entry A
# C2H4O3

A 2-piece molecular cluster, C2H4O3 overall (ωB97M-V with the def2-TZVPD basis set, OMol25).

XYZ file:
```
9
Properties=species:S:1:pos:R:3:mulliken_charge:R:1
C -0.853 0.768 -1.825 0.27
H 1.184 -0.760 0.989 0.22
H 0.334 -2.392 1.573 0.24
H -1.143 0.793 -2.901 0.21
O -0.519 -0.137 -1.148 -0.40
O 1.387 -1.330 2.863 -0.42
C 0.954 -1.506 1.747 -0.03
O -0.893 2.047 -1.383 -0.42
H -1.446 2.585 -1.929 0.34
```

The highest occupied orbital energy comes out at -0.3592 Eh. Its SMILES is O=CO.C=O. As for the LUMO energy: 0.44 eV. Its HOMO-LUMO gap is 0.376 Ha.

Entry B
# C2H4O3

A 2-piece molecular cluster, C2H4O3 overall (ωB97M-V with the def2-TZVPD basis set, OMol25).

XYZ file:
```
9
Properties=species:S:1:pos:R:3:mulliken_charge:R:1
C -0.504 -0.186 0.013 -0.91
H -0.028 -0.002 -0.947 0.32
H -0.139 -1.118 0.439 0.28
H -1.586 -0.251 -0.142 0.31
C -0.246 0.906 0.950 0.92
O -0.892 2.037 1.190 -0.23
O 1.851 1.480 0.822 -0.71
H 2.080 1.152 -0.049 0.25
O -0.573 1.078 2.215 -0.23
```

The highest occupied orbital energy comes out at -0.3611 Eh. As for the LUMO energy: -0.02 eV. Its HOMO-LUMO gap is 0.360 Ha.

Entry C
# C2H4O3

A 2-piece molecular cluster, C2H4O3 overall (ωB97M-V with the def2-TZVPD basis set, OMol25).

XYZ file:
```
9
Properties=species:S:1:pos:R:3:mulliken_charge:R:1
O 0.146 -0.257 -2.931 -0.11
C 0.361 0.363 0.858 0.01
C -0.296 -1.237 -2.592 0.12
O -0.434 -0.806 0.835 -0.52
H 1.218 0.314 0.024 0.19
H -1.420 1.271 0.694 0.31
O -0.425 1.483 0.671 -0.49
H 0.779 0.405 1.936 0.20
H 0.072 -1.534 0.504 0.30
```

The highest occupied orbital energy comes out at -0.3707 Eh. As for the LUMO energy: 0.87 eV. Its HOMO-LUMO gap is 0.403 Ha.

It is entry B that is the least stable of them.

Entry A
# C7H12

An isolated ion of composition C7H12 and charge +1 (ωB97M-V with the def2-TZVPD basis set, OMol25).

XYZ file:
```
19
Properties=species:S:1:pos:R:3:mulliken_charge:R:1
H -3.332 0.199 -0.104 0.32
H 2.438 -0.767 0.964 0.31
C -1.261 -0.034 -0.084 0.93
H -0.693 -1.745 -1.025 0.34
C -0.010 0.853 1.823 -0.97
H 0.870 0.323 -1.366 0.19
H -2.527 1.086 1.294 0.34
C 0.016 0.406 0.511 0.82
H -2.226 -1.196 -1.667 0.44
C -2.444 0.365 0.483 -1.03
H 1.634 1.488 -0.391 0.43
H 0.973 1.236 2.114 0.35
C -1.234 -0.860 -1.347 -1.36
C 2.434 -0.497 -0.094 -0.96
H -0.798 -0.326 -2.216 0.38
C 1.256 0.445 -0.352 -0.58
H -0.729 0.484 2.550 0.40
H 3.324 0.001 -0.502 0.33
H 2.308 -1.461 -0.588 0.32
```

The highest occupied orbital energy (alpha / beta) comes out at -0.5504 / -0.5655 Eh. Its spin multiplicity is 2. As for the charge: +1. As for the LUMO energy (alpha / beta): -5.23 / -7.86 eV. Its HOMO-LUMO gap (alpha / beta) is 0.358 / 0.276 Ha. As for the expectation value of S²: 0.79.

Entry B
# C7H12

An isolated ion of composition C7H12 and charge +1 (ωB97M-V with the def2-TZVPD basis set, OMol25).

XYZ file:
```
19
Properties=species:S:1:pos:R:3:mulliken_charge:R:1
H 2.182 -1.439 0.363 0.37
C -2.382 0.305 0.737 -1.20
H -1.361 2.188 0.342 0.33
C 0.900 0.109 0.901 0.21
C 0.883 0.420 -1.194 -0.50
H -2.413 -0.699 0.309 0.34
H 1.430 0.941 1.378 0.39
H 0.600 -1.430 -2.166 0.29
H 2.025 -1.295 2.078 0.38
C -1.383 1.165 -0.049 -0.26
H -2.059 0.220 1.775 0.34
H -1.714 1.232 -1.088 0.35
H -3.398 0.694 0.731 0.37
C 1.459 -1.268 1.156 -1.14
H 0.726 -2.062 1.044 0.36
H 1.911 -0.332 -2.898 0.29
H 1.492 1.330 -1.223 0.32
C -0.074 0.434 -0.068 0.40
C 1.174 -0.514 -2.128 -0.65
```

The highest occupied orbital energy (alpha / beta) comes out at -0.4940 / -0.5493 Eh. Its spin multiplicity is 2. As for the charge: +1. As for the LUMO energy (alpha / beta): -6.31 / -6.27 eV. Its HOMO-LUMO gap (alpha / beta) is 0.262 / 0.319 Ha. As for the expectation value of S²: 0.76.

It is entry B that is the least stable of them.

Entry A
# C31H27CrN7O4S

C31H27CrN7O4S as an isolated structure (ωB97M-V with the def2-TZVPD basis set, OMol25).

XYZ file:
```
71
Properties=species:S:1:pos:R:3:mulliken_charge:R:1
C 2.454 -2.291 -0.150 -0.48
C -4.724 -0.083 4.199 -0.76
N 1.507 1.255 -2.345 -0.13
H -4.379 0.615 6.264 0.36
C 0.754 -5.576 0.046 -0.23
C -2.013 -0.563 1.600 0.90
N 2.045 -1.015 0.057 0.49
C -0.007 -1.661 -4.425 -1.06
C -2.705 -0.242 2.882 0.50
N -1.980 -1.127 -0.513 1.07
N -1.095 1.944 -0.069 -0.91
C 4.616 2.316 0.481 1.07
H -2.444 3.891 1.040 0.29
C 5.450 3.530 0.457 0.61
H 4.703 -0.748 -0.987 0.29
C -0.891 -1.855 -5.480 -0.28
C -0.733 -3.744 0.393 -0.01
N -2.749 -0.906 0.608 -1.23
O -0.735 -0.421 1.565 -0.54
C 1.492 -3.308 -0.087 0.16
C 0.638 1.829 -1.514 0.21
C -0.535 -1.604 -3.107 0.37
O 5.269 4.408 1.459 -0.49
H 1.022 -1.491 -4.572 0.47
H -2.009 0.676 6.039 0.40
H -0.508 -1.919 -6.510 0.37
H -1.765 -3.394 0.461 0.37
C -1.930 -1.727 -2.896 0.87
C -2.543 0.366 5.157 -0.64
C -1.774 4.295 0.312 -0.26
Cr -0.032 -0.901 -0.266 -0.54
H -0.233 4.892 1.697 0.31
H -0.211 5.861 0.244 0.37
C -2.749 -1.871 -4.018 -0.79
H 1.566 1.078 1.394 0.57
H -1.385 -5.730 0.425 0.38
H 1.551 0.229 -2.358 0.02
O 0.297 -1.350 -2.087 -0.41
H -3.820 -1.935 -3.808 0.33
H -3.647 -1.496 -1.540 0.40
C -2.588 -1.464 -1.607 -0.57
N 0.243 -2.860 0.218 0.95
H 3.002 3.054 1.767 0.07
C 1.759 -4.684 -0.241 -1.16
H -5.792 -0.135 4.260 0.43
C -2.276 -1.980 -5.281 -0.78
H 4.643 4.035 2.116 0.32
H 3.517 -2.514 -0.110 0.50
H -2.986 -2.146 -6.133 0.33
N -0.195 1.144 -0.769 1.19
C 4.208 0.075 -0.407 -0.45
H -2.344 4.745 -0.523 0.24
H 2.760 -5.030 -0.492 0.44
C -0.515 -5.082 0.326 -1.01
C 2.524 1.175 0.940 -0.62
C 4.991 1.237 -0.271 -0.94
H -4.636 -0.619 2.098 0.44
C -0.880 5.362 0.945 -1.19
C -3.959 0.311 5.297 -0.44
C -0.922 3.198 -0.299 0.32
O 6.280 3.805 -0.367 -0.58
H 0.920 -6.669 -0.006 0.38
H 2.132 1.763 -2.906 0.18
S 0.400 3.519 -1.367 -0.22
C 3.375 2.282 1.097 -0.99
H 5.946 1.249 -0.761 0.43
C -4.081 -0.327 2.987 -0.26
H -0.840 0.067 3.842 0.49
C -1.905 0.064 3.986 -0.60
C 2.932 0.043 0.192 0.35
H -1.480 6.155 1.421 0.36
```

The highest occupied orbital energy (alpha / beta) comes out at -0.2222 / -0.2895 Eh. Its spin multiplicity is 5. As for the LUMO energy (alpha / beta): 0.14 / -0.64 eV. Its HOMO-LUMO gap (alpha / beta) is 0.227 / 0.266 Ha. As for the expectation value of S²: 6.04.

Entry B
# C31H27CrN7O4S

C31H27CrN7O4S as an isolated structure (ωB97M-V with the def2-TZVPD basis set, OMol25).

XYZ file:
```
71
Properties=species:S:1:pos:R:3:mulliken_charge:R:1
N 0.488 1.560 1.295 -0.01
H 0.675 -3.498 -2.336 0.23
H -2.383 -2.073 1.938 0.46
H 2.964 -3.123 3.444 0.23
C 1.388 -4.695 1.544 0.50
C 0.034 -0.021 2.994 0.54
C 0.261 -0.502 4.226 -0.86
N -0.930 -0.564 2.203 0.39
C 2.706 2.157 0.536 -0.11
C 2.361 -5.125 2.628 -0.50
H -1.862 -3.122 4.176 0.35
H 2.859 -6.063 2.310 0.28
H -4.411 2.483 1.248 0.41
H -7.384 2.307 -2.779 0.34
C -1.421 -2.165 3.861 -0.73
C -0.944 0.242 -2.811 -1.01
Cr -0.949 0.093 0.125 -0.03
H 2.950 -1.386 -0.960 0.52
C 2.503 -1.035 -1.882 -0.11
C 3.830 4.540 -2.157 0.51
C 2.962 3.879 -1.159 0.47
C -0.453 -1.577 4.686 -0.31
H 4.179 -1.275 -3.249 0.39
H 3.919 -4.484 3.933 0.37
H 4.544 2.753 -0.301 0.50
C 0.413 -0.250 -2.851 0.81
N -1.602 0.303 -1.708 0.62
N 0.137 -4.613 1.679 -0.35
N -0.495 -4.333 0.434 -0.56
C 0.844 1.091 2.414 -0.50
C -1.646 -1.617 2.624 -0.23
C -6.243 3.163 0.361 -0.60
O -2.720 1.080 0.412 -0.82
O 0.632 -0.838 -0.501 -0.56
C 1.122 -0.701 -1.710 0.71
C 1.341 2.389 0.519 0.30
S 1.984 -4.321 -0.047 -0.14
H -0.285 3.541 -0.297 0.45
C 3.379 -4.068 3.091 -1.02
C 1.567 4.061 -1.220 -1.00
C 0.332 -4.234 -0.537 0.51
H 3.123 1.370 1.129 0.55
C -6.771 2.301 -1.863 -0.69
N -0.049 -3.988 -1.830 -0.48
C -3.376 1.135 -0.667 0.92
O 5.097 4.810 -1.661 -0.52
H -7.894 3.833 -0.836 0.31
C 3.111 -0.990 -3.113 -0.70
H -0.215 -1.883 5.701 0.41
H 1.209 4.793 -1.922 0.47
C -5.524 1.666 -1.871 -0.32
C 0.775 3.332 -0.323 -0.32
H 0.430 0.345 -4.925 0.30
H -1.428 0.412 -3.730 0.41
C 2.353 -0.555 -4.239 -0.73
H 2.984 -0.466 -5.143 0.31
C 1.018 -0.151 -4.103 -0.74
H 1.831 -5.408 3.522 0.31
H 4.102 -3.752 2.325 0.32
H 5.100 4.788 -0.683 0.36
C -7.040 3.128 -0.757 -0.34
H -0.947 -3.547 -1.865 0.32
C -5.041 2.490 0.382 -0.56
H 1.050 -0.117 4.826 0.49
H 1.692 1.474 2.987 0.57
C -4.721 1.772 -0.716 0.49
O 3.569 4.799 -3.279 -0.51
H -5.117 1.095 -2.661 0.53
C 3.511 2.921 -0.260 -1.08
H -6.561 3.673 1.243 0.42
N -2.915 0.758 -1.846 -0.94
```

The highest occupied orbital energy (alpha / beta) comes out at -0.2597 / -0.2734 Eh. Its spin multiplicity is 5. As for the LUMO energy (alpha / beta): -1.16 / -1.20 eV. Its HOMO-LUMO gap (alpha / beta) is 0.217 / 0.229 Ha. As for the expectation value of S²: 6.02.

It is entry B that is the least stable of them.

Entry A
# C4H8N3S

A 2-piece molecular cluster, C4H8N3S overall (ωB97M-V with the def2-TZVPD basis set, OMol25).

XYZ file:
```
16
Properties=species:S:1:pos:R:3:mulliken_charge:R:1
N 0.880 1.320 -0.292 -0.06
H -3.253 -0.801 1.289 0.30
S -1.507 0.725 0.739 -0.05
C -0.013 0.219 -0.353 -0.10
C 2.037 1.236 0.301 -0.12
H 2.036 -1.987 0.939 0.44
H -2.495 -1.056 -0.238 0.32
N 0.485 -1.025 0.150 -0.36
C 1.700 -1.103 0.540 -0.12
H 0.483 2.139 -0.642 0.23
H -3.684 0.131 -0.329 0.31
C -2.831 -0.306 0.325 -0.79
H 3.501 -0.177 0.959 0.27
N 2.552 0.014 0.624 -0.10
H 2.583 2.087 0.335 0.47
H -0.304 0.147 -1.923 0.34
```

The highest occupied orbital energy comes out at -0.4661 Eh. As for the charge: +1. As for the LUMO energy: -4.86 eV. Its HOMO-LUMO gap is 0.287 Ha.

Entry B
# C4H8N3S

An isolated ion of composition C4H8N3S and charge +1 (ωB97M-V with the def2-TZVPD basis set, OMol25).

XYZ file:
```
16
Properties=species:S:1:pos:R:3:mulliken_charge:R:1
C -1.029 0.385 -0.709 0.49
H -1.730 0.392 -2.668 0.39
C -0.845 0.341 -2.147 -1.04
N -1.698 1.073 0.189 -0.08
H 2.236 -0.290 1.694 0.30
H -2.615 1.596 0.145 0.32
S 1.144 -1.711 0.110 0.04
H -0.132 1.178 -2.357 0.29
C 2.646 -1.022 0.973 -0.68
H 3.033 -2.049 1.248 0.31
H -0.320 -0.529 -2.322 0.33
N -0.022 -0.521 0.405 0.30
C -1.406 0.761 1.445 -0.11
H -1.970 1.067 2.359 0.40
N -0.412 -0.055 1.553 -0.54
H 3.121 -0.616 0.081 0.27
```

The highest occupied orbital energy (alpha / beta) comes out at -0.4747 / -0.4747 Eh. Its SMILES is CSn1nc[nH+]c1C. As for the charge: +1. As for the LUMO energy (alpha / beta): -4.32 / -4.32 eV. Its HOMO-LUMO gap (alpha / beta) is 0.316 / 0.316 Ha.

It is entry B that is the least stable of them.

Entry A
# C4H4Br2O

C4H4Br2O as an isolated structure (ωB97M-V with the def2-TZVPD basis set, OMol25).

XYZ file:
```
11
Properties=species:S:1:pos:R:3:mulliken_charge:R:1
C -1.161 1.334 2.381 -0.89
H -2.070 2.054 2.276 0.23
H -1.278 0.398 3.054 0.20
H -2.339 -1.805 -1.813 0.17
Br -2.502 1.086 -1.300 -0.01
O 0.737 1.856 0.973 -0.38
C -3.179 -0.454 -0.578 0.09
Br -4.273 -0.044 1.127 -0.19
C -3.013 -1.758 -0.906 -0.42
H -3.410 -2.619 -0.468 0.35
C -0.141 1.542 1.669 0.85
```

The highest occupied orbital energy comes out at -0.3407 Eh. As for the LUMO energy: 0.20 eV. Its HOMO-LUMO gap is 0.348 Ha.

Entry B
# C4H4Br2O

C4H4Br2O in the gas phase (ωB97M-V with the def2-TZVPD basis set, OMol25).

XYZ file:
```
11
Properties=species:S:1:pos:R:3:mulliken_charge:R:1
Br 1.766 -1.128 -0.505 -0.06
H 2.200 0.022 2.381 0.25
C -1.103 -0.042 -1.935 -0.31
O -0.351 0.499 0.242 -0.31
H 0.827 1.083 2.565 0.32
C -1.141 -0.182 -0.603 0.06
H -0.174 0.584 -2.282 0.19
C 1.361 0.480 1.911 -0.71
H -1.826 -0.246 -2.744 0.32
Br -2.502 -1.167 0.302 -0.16
C 0.942 0.096 0.668 0.41
```

The highest occupied orbital energy comes out at -0.3400 Eh. Its SMILES is C=C(Br)OC(=C)Br. As for the LUMO energy: 0.56 eV. Its HOMO-LUMO gap is 0.361 Ha.

It is entry A that is the least stable of them.